# C36H54HgN3OP2

C36H54HgN3OP2 as an isolated structure (ωB97M-V/def2-TZVPD, the Open Molecules 2025 dataset).

Results
Calculated total energy   -2479.8173 a.u.
Largest force on an atom   0.16 eV/A
HOMO-LUMO gap (alpha / beta)   8.0 / 6.0 eV
Energy relative to the best compared isomer or geometry (same formula, charge and spin)   0.7 kcal/mol

```
! wB97M-V def2-TZVPD RIJCOSX def2/J DEFGRID3
* xyz 0 2
Hg -0.402 -0.610 2.232
C -4.029 -1.636 -1.337
C -3.849 -0.463 -0.370
C -3.927 -0.958 1.072
P -2.189 0.304 -0.682
C -2.415 0.981 -2.412
C -1.238 1.886 -2.771
C -3.735 1.696 -2.680
C -2.263 1.839 0.327
C -3.429 2.395 0.844
C -3.424 3.526 1.652
C -4.700 4.076 2.226
C -2.196 4.126 1.940
C -1.023 3.621 1.422
C -1.035 2.473 0.610
N 0.117 1.860 0.175
C 1.187 2.559 -0.268
C 1.095 3.889 -0.748
C 2.180 4.522 -1.308
C 3.412 3.874 -1.407
C 4.592 4.547 -2.047
C 3.509 2.567 -0.927
C 2.441 1.885 -0.362
P 2.525 0.141 0.249
C 3.029 -0.801 -1.279
C 4.417 -0.645 -1.888
C 1.943 -0.567 -2.330
C 3.992 0.103 1.401
C 5.271 0.894 1.130
C 3.464 0.475 2.792
H -4.949 -2.177 -1.102
H -3.197 -2.338 -1.240
H -4.093 -1.311 -2.376
H -4.649 0.261 -0.547
H -3.163 -1.718 1.245
H -4.905 -1.406 1.267
H -3.767 -0.157 1.797
H -2.357 0.089 -3.044
H -1.274 2.811 -2.190
H -1.276 2.160 -3.828
H -0.280 1.406 -2.572
H -3.852 2.555 -2.015
H -4.598 1.043 -2.549
H -3.757 2.069 -3.707
H -4.383 1.931 0.624
H -5.571 3.638 1.739
H -4.752 5.159 2.106
H -4.771 3.862 3.294
H -2.164 4.996 2.586
H -0.073 4.075 1.677
H 0.137 4.389 -0.718
H 2.073 5.531 -1.690
H 4.599 5.616 -1.837
H 4.565 4.427 -3.133
H 5.530 4.120 -1.692
H 4.469 2.076 -1.007
H 2.936 -1.836 -0.928
H 4.585 0.366 -2.261
H 4.520 -1.321 -2.742
H 5.207 -0.892 -1.180
H 2.038 0.436 -2.757
H 0.940 -0.651 -1.903
H 2.039 -1.286 -3.148
H 4.242 -0.966 1.414
H 5.087 1.966 1.222
H 5.702 0.705 0.149
H 6.023 0.630 1.877
H 3.108 1.509 2.801
H 4.257 0.392 3.539
H 2.633 -0.163 3.094
C -3.769 -3.284 3.955
C -2.274 -3.502 4.130
N -1.886 -4.906 4.054
C -2.293 -5.769 5.162
C -3.294 -6.831 4.734
C -0.949 -5.410 3.206
O -0.441 -6.509 3.383
C -0.546 -4.615 1.997
C 0.790 -4.578 1.627
C 1.138 -3.931 0.455
C 0.132 -3.370 -0.321
N -1.156 -3.417 0.006
C -1.473 -4.023 1.148
H -3.995 -2.218 4.010
H -4.341 -3.792 4.734
H -4.113 -3.655 2.989
H -1.960 -3.115 5.106
H -1.718 -2.936 3.387
H -2.723 -5.124 5.929
H -1.403 -6.243 5.579
H -4.201 -6.373 4.336
H -3.568 -7.459 5.583
H -2.857 -7.467 3.966
H 1.529 -5.063 2.250
H 2.169 -3.872 0.136
H 0.371 -2.857 -1.246
H -2.529 -4.050 1.396
*
```